Below is C7H12N2S in the gas phase at a distorted geometry, with properties calculated with ωB97M-V/def2-TZVPD.

Each line ends with the natural charge from an NBO analysis.
Element x y z (Å)
N (2.094, -1.885, -0.195)  -0.687
C (2.315, 1.741, 0.317)  -0.010
C (-0.905, -0.499, 0.178)  -0.439
C (2.651, 2.847, 0.017)  -0.218
H (-2.429, -0.269, -1.229)  0.213
N (2.517, -0.528, -0.295)  -0.477
H (2.797, -0.382, -1.269)  0.364
H (2.941, -2.478, -0.457)  0.360
H (-3.187, -0.649, 0.205)  0.216
H (-0.745, -0.449, 1.224)  0.207
H (-3.068, 2.018, -0.078)  0.223
H (1.613, 0.252, 1.415)  0.208
H (0.299, 0.459, -1.582)  0.221
H (-2.259, 1.417, 1.345)  0.209
H (1.784, -2.132, 0.762)  0.355
H (2.897, 3.865, 0.066)  0.231
H (-0.764, -1.623, -0.094)  0.228
C (-2.352, -0.130, -0.222)  -0.422
C (-2.410, 1.257, 0.344)  -0.454
C (1.708, 0.455, 0.289)  -0.111
S (-0.781, 2.071, -0.269)  0.128
C (0.006, 0.470, -0.483)  -0.347

Computed properties:
SMILES string: C#C[C@H](NN)[C@H]1CCCS1
Orbital gap (eV): 8.41

***

Below is a molecular structure, C30H44BrClMgN2P2 at a distorted geometry, with properties calculated with ωB97M-V/def2-TZVPD.

Each line ends with the Mulliken charge.
Element x y z (Å)
C (-4.673, 3.267, -3.825)  0.243
H (-2.658, -1.673, -2.859)  0.432
C (-6.132, 5.134, -4.481)  -0.376
Br (2.914, 3.182, -2.533)  -0.044
H (1.344, 1.919, -4.807)  0.584
C (5.134, -1.932, 1.363)  -1.330
C (-5.401, 4.448, -3.495)  -0.497
C (-0.519, 1.387, -3.885)  -0.645
H (-2.803, -1.098, 3.902)  0.430
H (3.871, -0.355, -3.295)  0.358
N (-6.286, 4.688, -5.742)  -0.475
H (3.080, -1.730, -2.506)  -0.586
H (0.510, -3.459, -2.042)  0.521
P (4.840, -0.777, -1.135)  -0.211
H (-0.799, 0.668, -4.662)  0.706
H (0.455, 4.122, -1.239)  0.501
H (5.060, 2.885, -0.584)  0.445
C (-1.604, 1.807, 1.690)  -0.407
C (-1.507, 1.893, -3.007)  0.661
H (-2.663, -1.314, 1.467)  0.551
H (-0.879, -2.535, 1.119)  0.542
H (0.083, -1.186, -4.075)  0.074
H (-4.121, -2.646, -0.395)  0.251
H (5.258, -0.966, 1.863)  0.302
C (0.755, 1.990, -3.908)  -0.820
H (-1.273, 2.612, 1.031)  0.425
H (-4.153, 2.061, -5.566)  0.390
C (4.265, 0.865, -0.679)  0.456
H (-3.206, 0.768, -3.831)  0.788
C (-4.778, 2.870, -5.197)  -0.302
H (-2.562, -3.268, -2.043)  0.608
Cl (-0.953, 3.389, 3.776)  -0.164
C (-2.565, -2.176, -1.878)  -0.872
H (0.906, -2.729, -4.341)  0.432
H (5.985, -1.841, -3.545)  0.384
P (-0.922, -1.722, -1.146)  0.803
C (4.173, -1.833, 0.179)  -0.215
H (5.594, 1.972, -2.000)  0.368
H (3.364, 1.042, -1.271)  -0.501
C (0.199, 3.345, -1.963)  -1.027
C (-1.608, 1.961, 3.093)  0.193
C (-5.644, 3.566, -6.063)  -0.392
H (-1.872, 3.143, -1.262)  0.643
C (0.360, -2.403, -2.290)  0.032
H (4.768, -2.645, 2.106)  0.396
C (-2.477, -0.236, 3.323)  -0.936
H (3.215, -1.405, 0.484)  0.150
C (1.151, 2.880, -2.870)  0.068
H (-1.679, -4.684, -0.973)  0.299
C (5.356, 1.901, -0.941)  -1.538
H (-3.490, -0.967, -0.253)  0.002
C (-3.906, 2.535, -2.822)  -0.057
C (0.106, -2.241, -3.759)  -1.191
C (-1.086, 2.777, -1.944)  -0.261
H (6.128, -2.276, 1.063)  0.356
H (6.282, 1.647, -0.426)  0.429
H (-2.643, -4.092, 0.407)  0.240
C (-2.153, 0.975, 3.909)  -0.353
Mg (-2.092, 0.856, -1.245)  0.704
H (-6.646, 6.089, -4.276)  0.373
C (-1.625, -4.284, 0.047)  -1.291
H (-5.788, 3.193, -7.082)  0.378
H (-0.839, -2.705, -4.083)  0.449
C (-2.401, -0.360, 1.928)  -0.196
C (-2.934, 1.540, -3.107)  -0.623
H (4.995, -3.210, -3.017)  0.344
H (-4.586, -1.397, -1.592)  0.293
H (3.976, -2.824, -0.246)  0.427
C (4.960, -2.222, -3.489)  -1.376
H (1.275, -1.871, -1.997)  -0.662
N (-2.048, 0.652, 1.100)  -0.045
C (-3.752, -1.773, -0.974)  -0.722
H (4.612, -2.359, -4.518)  0.395
C (4.050, -1.265, -2.710)  0.815
H (-1.208, -5.081, 0.674)  0.420
H (-2.295, 1.169, 4.956)  0.488
H (-4.089, 2.825, -1.778)  0.454
H (3.952, 0.883, 0.371)  0.402
C (-0.737, -3.045, 0.153)  -0.804
H (0.319, -3.355, 0.110)  0.562
H (-5.379, 4.913, -2.503)  0.353

Computed properties:
Total charge: +2
Orbital gap (eV): 3.38

***

Below is 13 unconnected molecules or ions with the total composition C26H78O13 at a distorted geometry, with properties calculated with ωB97M-V/def2-TZVPD.

Each line ends with the Mulliken charge.
Element x y z (Å)
H (10.971, 4.182, -14.761)  0.511
H (11.981, -3.214, -9.576)  0.438
C (7.051, -2.973, -13.299)  -0.368
H (4.863, 0.373, -12.893)  0.358
H (9.114, -2.231, -5.692)  0.314
H (8.846, 5.139, -14.239)  0.003
H (7.723, -0.117, -5.883)  0.368
H (13.813, 2.745, -6.001)  0.272
H (7.591, 3.892, -12.152)  0.059
H (6.185, 6.922, -10.116)  0.127
H (10.834, -0.997, -9.911)  0.192
H (11.652, 2.237, -11.767)  0.055
H (9.087, 5.528, -6.195)  0.217
H (9.088, -2.024, -13.321)  0.221
H (8.227, 3.814, -16.928)  0.285
H (7.169, 1.358, -11.159)  -0.065
H (8.293, -2.853, -7.095)  0.150
O (11.628, 2.979, -13.634)  -0.460
O (11.508, -3.230, -7.494)  -0.497
H (7.246, 4.718, -15.848)  0.273
H (9.749, -2.347, -9.418)  0.262
H (4.708, 6.069, -11.992)  0.231
H (11.374, -4.162, -7.693)  0.298
H (7.568, 8.055, -8.348)  0.425
H (5.659, 6.525, -8.495)  0.475
C (12.866, 1.030, -6.310)  -0.588
C (11.797, -2.574, -8.707)  -0.651
O (8.558, 2.237, -12.298)  0.128
O (10.568, 4.757, -15.432)  -0.646
H (7.312, -1.274, -15.526)  0.355
C (9.200, 4.521, -15.072)  0.991
C (2.841, 0.539, -12.093)  -1.385
H (10.752, 0.098, -15.495)  0.299
C (8.255, 1.433, -11.169)  0.564
H (7.191, -3.473, -14.262)  0.260
H (10.129, 2.971, -4.709)  0.195
H (11.351, -0.458, -6.470)  0.271
H (7.760, 0.964, -15.653)  0.214
H (2.341, 0.604, -11.121)  0.322
H (10.428, 4.627, -12.223)  -0.075
O (8.148, -1.023, -15.936)  -0.647
H (10.078, 2.129, -10.186)  -0.084
O (6.650, 5.011, -9.507)  -0.282
H (8.520, -0.523, -7.431)  -0.347
H (8.559, 0.383, -11.296)  -0.193
H (10.059, 1.748, -15.387)  0.255
H (9.460, 2.154, -12.627)  -0.126
H (7.060, 5.011, -10.394)  0.104
H (10.778, 1.023, -5.780)  0.212
H (8.505, 7.207, -9.567)  0.278
H (3.821, 1.112, -8.669)  0.000
H (3.938, -1.301, -10.810)  0.338
O (7.017, 4.677, -12.218)  -0.811
O (11.326, 4.610, -5.014)  -0.569
H (6.546, -3.575, -12.539)  0.386
H (11.267, 4.340, -10.641)  0.340
H (8.381, 0.105, -14.242)  -0.111
H (9.691, 4.474, -3.902)  0.313
H (5.851, 3.558, -13.429)  0.313
H (13.112, 0.582, -5.341)  0.332
H (5.015, 0.328, -7.669)  -0.085
H (9.131, 1.231, -9.064)  -0.460
H (6.299, 3.398, -8.611)  0.129
H (8.250, -2.028, -11.825)  0.034
C (4.263, 1.114, -7.669)  -0.535
H (5.271, 6.027, -13.654)  0.295
O (6.085, 2.505, -8.301)  0.020
C (4.875, 5.413, -12.854)  -1.334
H (10.167, -1.145, -8.289)  -0.825
C (7.772, 7.070, -8.776)  -0.693
H (8.339, 5.623, -16.761)  0.363
C (8.432, -2.645, -12.711)  -0.657
C (9.045, 1.875, -9.938)  0.714
H (5.727, -1.614, -12.851)  0.252
H (9.783, 0.843, -16.762)  0.347
O (4.434, -1.213, -11.631)  -0.714
C (10.026, 4.050, -4.849)  -0.434
H (7.621, -3.329, -4.711)  0.323
H (2.683, 1.482, -12.614)  0.345
H (13.028, 3.128, -12.050)  0.490
H (12.037, 5.321, -11.897)  0.416
H (13.603, 0.594, -6.989)  0.321
H (9.348, 3.920, -6.945)  0.009
H (3.831, 5.080, -12.945)  0.400
H (12.470, 2.809, -14.070)  0.248
O (7.174, -2.722, -5.305)  -0.547
C (4.318, 0.182, -11.969)  0.369
H (8.135, 6.481, -7.930)  -0.145
C (8.153, -2.215, -6.215)  -0.334
H (5.310, 3.500, -11.778)  -0.022
H (6.831, -0.929, -7.252)  0.053
C (5.689, 4.182, -12.543)  0.473
H (4.293, 3.306, -7.595)  0.391
C (11.950, 3.175, -12.252)  -0.318
C (8.488, 0.208, -15.330)  0.501
H (2.350, -0.324, -12.547)  0.399
C (9.873, 0.714, -15.673)  -1.152
H (8.081, 4.284, -5.795)  0.339
C (10.587, -1.711, -9.121)  0.472
H (8.951, -3.582, -12.488)  0.425
H (5.380, 2.491, -6.426)  0.219
C (8.268, 4.663, -16.248)  -1.255
H (9.139, 3.517, -14.635)  -0.484
C (11.430, 0.627, -6.562)  -0.229
C (11.383, 4.471, -11.718)  -0.677
C (9.145, 4.454, -6.018)  -0.461
C (7.766, -0.829, -6.704)  -0.058
H (11.902, 4.057, -5.554)  0.383
O (12.940, 2.453, -6.282)  -0.501
C (6.474, 6.381, -9.203)  -0.290
H (8.583, 2.805, -9.589)  -0.435
C (4.959, 2.457, -7.436)  -0.226
H (12.664, -1.927, -8.526)  0.241
H (3.470, 0.930, -6.947)  0.433
O (6.348, -1.777, -13.581)  -0.438
H (4.789, 0.784, -11.182)  -0.125
H (10.973, 0.965, -7.492)  -0.072

Computed properties:
Orbital gap (eV): 9.84

***

Going through the records in order, we get HOMO energy values of -7.422; -11.407; -9.578 eV.
Going through the records in order, we get ΔE to the lowest compared entry with this formula, charge and spin values of 122.3; 31.0; 71.7 kcal/mol.